No. 1
Entry from the OMol25 dataset: an isolated molecule of C6H8O3Si in a non-equilibrium geometry (ωB97M-V/def2-TZVPD).

- <S²> = 2.0139
- frontier orbital gap (spin up / spin down) (hartree) = 0.1987 / 0.2731
- LUMO (spin up / spin down) (eV) = 0.67 / -2.23
- calculated total energy (eV) = -20367.9621
- spin multiplicity = 3

Each line ends with the Löwdin spin population.
Element x y z (Å)
C 2.782 -0.958 -0.488  0.15
C 2.050 0.273 -0.794  0.36
C 1.893 -1.823 0.090  0.49
C 0.795 -0.014 -0.397  0.57
C -2.427 -1.055 0.801  0.01
C -2.312 0.067 0.073  0.00
O 0.663 -1.249 0.120  0.25
O -0.511 2.241 1.287  0.03
O -0.951 2.170 -1.299  0.01
Si -0.705 1.244 -0.044  0.08
H 3.787 -1.122 -0.689  0.00
H 2.336 0.992 -1.400  0.02
H 2.060 -2.860 0.324  0.03
H -3.351 -1.738 0.682  0.00
H -1.650 -1.420 1.548  0.00
H -2.943 0.403 -0.623  0.00
H 0.014 1.885 2.005  0.00
H -1.532 2.965 -1.198  0.00

Atomic forces in eV per Å
-1.1 5.2 -1.4
5.9 -6.6 1.5
0.6 -1.3 0.4
-7.3 3.5 1.4
-0.9 -0.8 0.0
4.8 -0.5 3.1
-1.8 -2.2 1.0
0.0 -0.3 -0.6
-0.9 2.5 -1.6
0.0 -4.0 2.3
1.5 -0.4 -0.3
1.5 3.4 -2.5
-0.5 0.0 0.2
1.5 1.1 0.3
-1.1 0.7 -1.2
-3.1 0.7 -2.5
0.0 0.0 0.1
0.9 -1.1 -0.2

No. 2
Entry from the OMol25 dataset: a structure of composition C37H40Cl2FN6O4S2Ti in a non-equilibrium geometry (ωB97M-V/def2-TZVPD).

- total charge = +1
- frontier orbital gap (hartree) = 0.2800
- energy above the lowest of the compared OMol25 structures with the same formula, charge and spin (eV) = 1.1100
- LUMO (eV) = -3.13
- calculated total energy (eV) = -128692.0328

Each line ends with the Mulliken charge.
Element x y z (Å)
Ti 8.927 10.104 11.805  0.02
C 7.790 5.965 9.938  -1.64
C 7.906 7.463 10.136  -0.05
N 8.080 8.020 11.283  0.50
N 8.003 7.211 12.385  -0.41
C 9.053 6.427 12.838  0.30
N 8.683 5.710 13.942  -0.35
S 10.562 6.502 12.275  -0.34
C 7.822 8.215 8.837  0.46
C 6.584 8.480 8.277  -0.12
C 6.498 9.135 7.051  -0.72
C 7.649 9.388 6.338  -0.70
C 8.872 9.099 6.991  -0.17
N 8.952 8.506 8.180  -0.19
H 7.747 5.410 10.851  0.47
H 6.856 5.793 9.361  0.42
H 8.628 5.616 9.319  0.34
H 7.208 7.403 12.986  0.18
H 7.797 5.857 14.404  0.19
H 9.472 5.361 14.522  0.31
H 5.704 8.116 8.811  0.48
H 5.536 9.326 6.587  0.50
H 7.760 9.800 5.293  0.38
H 9.768 9.304 6.439  0.37
C 12.960 12.585 11.493  -2.21
C 11.834 12.216 12.478  3.16
C 11.447 13.360 13.375  -1.36
C 12.129 10.963 13.288  0.75
C 13.436 10.591 13.609  -0.60
C 13.737 9.479 14.339  -1.41
C 12.775 8.815 15.065  -0.90
C 11.415 9.040 14.783  0.26
C 10.352 8.320 15.623  2.66
C 10.883 6.932 15.994  -2.46
C 10.065 9.198 16.818  -1.57
C 11.148 10.129 13.859  -0.27
N 9.665 10.275 13.555  1.86
C 8.888 10.922 14.578  1.54
C 9.336 11.842 15.523  -1.26
C 8.478 12.318 16.525  -1.09
C 7.162 11.867 16.615  -0.77
C 6.753 10.896 15.740  -0.91
C 7.569 10.553 14.684  0.04
F 7.193 9.578 13.772  -0.30
H 12.627 13.354 10.869  0.44
H 13.231 11.708 10.913  0.33
H 13.845 12.966 11.930  0.52
H 10.930 11.972 11.905  -1.64
H 12.223 13.679 14.103  0.23
H 10.549 13.032 13.921  0.32
H 11.104 14.162 12.738  0.37
H 14.266 11.091 13.104  0.32
H 14.745 9.099 14.324  0.43
H 13.061 8.032 15.709  0.44
H 9.435 8.302 14.976  -0.87
H 11.670 6.994 16.764  0.62
H 11.242 6.409 15.117  0.40
H 10.045 6.381 16.464  0.48
H 10.744 10.012 16.958  0.22
H 10.120 8.643 17.718  0.68
H 9.062 9.641 16.750  0.27
H 10.370 12.046 15.593  0.52
H 8.873 13.072 17.234  0.41
H 6.548 12.217 17.438  0.43
H 5.736 10.432 15.833  0.41
S 4.445 10.990 11.032  -0.28
C 5.963 10.182 11.271  -0.33
N 6.975 10.581 10.594  1.89
C 6.598 11.603 9.726  -0.58
C 7.390 12.216 8.754  -0.21
C 6.847 13.229 7.954  -1.17
C 5.524 13.599 8.132  -0.65
C 4.694 13.008 9.076  -0.69
C 5.245 11.983 9.867  0.73
H 5.926 9.350 12.013  -0.04
H 8.396 11.927 8.629  0.60
H 7.455 13.712 7.196  0.54
H 5.150 14.459 7.580  0.40
H 3.695 13.327 9.218  0.54
C 8.406 14.416 10.997  -0.81
O 9.190 13.179 10.813  -0.31
C 8.862 12.125 11.465  0.93
O 8.030 12.070 12.372  -0.74
H 8.461 14.902 10.053  0.33
H 7.392 14.113 11.234  0.34
H 8.864 15.031 11.791  0.28
Cl 12.518 9.056 7.544  -0.16
C 12.314 9.431 9.294  0.37
Cl 12.514 7.982 10.319  -0.15
C 10.985 10.181 9.460  -0.19
O 10.591 10.975 8.627  -0.56
O 10.254 9.791 10.557  0.02
H 13.196 10.080 9.651  0.18

Atomic forces in eV per Å
-0.1 0.8 -0.8
-0.7 0.7 -0.7
0.6 -1.2 -0.2
-0.1 1.3 -1.1
-0.1 -1.4 0.8
-1.5 0.7 1.6
1.1 -0.5 0.4
0.7 -0.2 -0.7
0.4 0.7 -0.8
-0.4 -0.2 0.5
-0.4 -0.5 -0.7
1.7 0.5 -0.2
-1.4 -0.5 -0.4
0.3 0.2 0.4
0.1 -0.3 0.4
0.6 0.0 0.2
-0.1 0.2 0.1
0.4 -0.1 -0.1
0.1 0.0 -0.1
-1.2 0.4 -0.8
0.0 0.4 -0.2
-0.1 0.0 0.2
-0.7 -0.4 1.4
0.6 0.0 0.2
-0.8 -1.5 0.7
0.5 -1.0 -0.3
-0.7 -0.1 0.7
-0.2 -0.6 1.0
0.4 0.5 -1.6
0.5 -0.2 0.5
-1.5 0.1 -1.3
1.1 1.7 -0.4
0.7 0.6 -1.9
-1.1 0.1 0.9
-1.3 0.3 0.3
-2.0 -1.2 0.7
1.6 1.0 0.4
0.7 -0.2 -0.5
-1.0 -0.4 0.7
0.5 0.6 -0.3
1.1 0.5 0.8
-2.1 -0.9 -1.0
0.1 -0.7 0.6
-0.4 0.2 0.1
-0.7 1.1 -1.3
0.1 0.1 -0.2
0.9 0.2 0.9
0.6 0.2 -0.1
-0.4 -0.1 -0.6
0.4 0.4 0.0
0.2 0.7 0.0
-0.3 0.0 0.2
0.3 0.2 0.4
0.3 -0.8 0.6
0.7 -0.6 0.6
-0.3 0.0 -0.4
0.2 -0.2 -0.1
0.4 0.0 -0.2
0.6 0.5 -0.2
-0.1 -0.8 1.0
0.3 -0.3 0.3
0.9 0.4 -0.1
-0.4 -0.7 -0.4
-0.1 -0.2 -0.2
1.1 0.5 -0.2
0.8 -0.2 -0.1
-1.7 -1.1 1.2
0.3 -0.6 0.0
-0.7 0.6 -0.4
-0.9 0.6 -0.3
0.4 -1.1 0.7
-0.7 0.8 0.3
1.5 -0.7 0.1
0.0 0.5 -0.8
0.4 0.9 -0.9
1.1 -0.4 -0.1
0.0 -0.1 0.1
-0.1 -0.3 -0.1
-0.8 0.2 0.0
0.4 -0.8 1.0
0.3 1.0 -0.5
-0.2 -0.2 0.6
-0.3 0.0 -0.1
0.0 0.4 -0.7
-0.1 0.3 0.1
-0.3 -0.4 -0.3
0.1 0.1 0.8
1.7 0.5 0.4
-0.1 0.5 -0.6
-1.8 0.0 0.0
0.7 -0.9 1.6
1.0 0.6 -0.8
-1.6 -0.7 -1.0

No. 3
Entry from the OMol25 dataset: a cluster of 2 separate species, C4H12NO in total in a non-equilibrium geometry (ωB97M-V/def2-TZVPD).

- total charge = +1
- frontier orbital gap (hartree) = 0.3846
- energy above the lowest of the compared OMol25 structures with the same formula, charge and spin (eV) = 0.9631
- LUMO (eV) = -3.23
- calculated total energy (eV) = -7873.3279

Each line ends with the Mulliken charge.
Element x y z (Å)
C 0.565 0.614 -0.661  -0.60
C 1.222 -0.743 -0.715  -0.52
C 1.152 -1.496 0.583  -0.11
C 1.176 -2.818 0.637  -0.77
N -0.835 0.481 -0.031  -0.29
H 1.080 1.320 -0.012  0.32
H 0.401 1.144 -1.594  0.36
H 0.841 -1.281 -1.576  0.36
H 2.278 -0.570 -0.935  0.35
H 1.224 -0.899 1.492  0.33
H 1.221 -3.367 1.571  0.29
H 1.232 -3.390 -0.283  0.25
H -0.814 0.817 0.932  0.35
H -1.515 1.100 -0.478  0.34
H -1.184 -0.476 -0.031  0.35
H -3.268 3.254 -0.160  0.32
H -2.265 3.474 0.972  0.31
O -2.512 2.833 0.288  -0.63

Atomic forces in eV per Å
-0.8 0.5 0.7
0.6 0.5 -0.3
0.1 -0.1 0.0
0.1 -0.1 0.0
0.2 0.5 0.0
0.2 -0.1 0.1
0.2 -0.4 -0.3
-0.2 -0.4 0.0
0.0 0.1 -0.1
-0.1 -0.1 0.0
0.0 0.1 -0.1
-0.2 -0.1 0.1
-0.1 -0.3 0.0
-0.1 0.1 0.0
0.1 -0.1 0.0
0.4 -0.3 0.2
0.0 -0.2 -0.2
-0.3 0.3 -0.1

No. 4
Entry from the OMol25 dataset: an isolated molecule of C2H5NO3 in a non-equilibrium geometry (ωB97M-V/def2-TZVPD).

- frontier orbital gap (hartree) = 0.3776
- energy above the lowest of the compared OMol25 structures with the same formula, charge and spin (eV) = 3.7297
- LUMO (eV) = 0.30
- structure (SMILES) = O=C(O)CNO
- calculated total energy (eV) = -9784.4594

Each line ends with the Mulliken charge.
Element x y z (Å)
C 0.303 -0.938 -0.061  -0.31
C 1.392 0.198 0.000  0.58
H -2.518 0.280 -0.740  0.34
H -1.068 0.077 1.455  0.30
H 0.850 -1.708 0.412  0.35
H 0.235 -0.956 -1.158  0.25
H -0.097 1.661 0.014  0.44
N -1.107 -0.506 0.505  -0.36
O -1.494 0.563 -0.495  -0.52
O 0.875 1.448 0.269  -0.50
O 2.629 -0.119 -0.202  -0.57

Atomic forces in eV per Å
-0.5 4.1 0.1
2.6 -0.9 -0.5
4.0 1.1 1.0
0.5 -1.6 -2.6
-0.5 -1.5 0.5
-0.6 -1.0 0.4
2.0 -1.5 0.4
1.6 1.3 0.0
-3.8 -2.2 0.3
0.6 -0.1 -0.7
-6.0 2.4 1.2

No. 5
Entry from the OMol25 dataset: an isolated molecule of C7H7ClFN4P in a non-equilibrium geometry (ωB97M-V/def2-TZVPD).

- frontier orbital gap (hartree) = 0.3390
- LUMO (eV) = -0.02
- structure (SMILES) = C[C@H](P)n1cnc2c(Cl)nc(F)nc21
- calculated total energy (eV) = -37860.5219

Each line ends with the Mulliken charge.
Element x y z (Å)
C 1.616 0.648 -0.466  -0.15
C 1.454 -0.083 1.487  0.31
C 0.160 -0.169 0.883  0.77
C 1.624 -0.670 2.726  0.31
C -0.630 -1.080 2.772  0.32
C -1.434 -0.725 -1.657  -1.22
C -0.780 0.658 -1.391  -0.05
N 2.314 0.445 0.614  -0.70
N -0.966 -0.596 1.542  -0.63
N 0.552 -1.139 3.377  -0.53
N 0.291 0.382 -0.339  0.06
F -1.647 -1.632 3.460  -0.25
P 0.059 1.398 -2.925  -0.14
Cl 3.091 -0.720 3.532  -0.14
H 1.940 1.106 -1.424  0.33
H -1.421 -1.072 -0.545  0.36
H -2.434 -0.593 -1.918  0.36
H -0.792 -1.169 -2.336  0.46
H -1.491 1.316 -0.834  0.42
H -0.973 1.087 -3.678  0.04
H -0.533 2.610 -2.880  0.05

Atomic forces in eV per Å
0.9 1.4 -0.6
-1.4 -1.0 -0.3
-1.2 -0.2 2.9
-2.1 0.2 0.4
-0.2 0.3 -1.6
0.9 2.1 4.4
0.3 -0.1 1.5
1.6 0.4 -1.5
1.8 -0.5 1.0
-0.3 -0.1 -0.5
-0.7 0.0 -1.3
0.7 0.6 -0.5
1.3 -0.6 1.4
0.9 0.0 0.3
0.2 -0.5 1.1
-0.3 -0.7 -2.5
-1.6 -0.1 -1.0
0.7 -1.8 -1.2
0.5 -0.2 -0.9
-1.9 -1.2 -1.8
-0.2 1.7 0.5

No. 6
Entry from the OMol25 dataset: an isolated molecule of C6H13N in a non-equilibrium geometry (ωB97M-V/def2-TZVPD).

- frontier orbital gap (hartree) = 0.3159
- energy above the lowest of the compared OMol25 structures with the same formula, charge and spin (eV) = 3.6236
- LUMO (eV) = 0.70
- structure (SMILES) = [H]/N=C\[C@@H](C)CCC
- calculated total energy (eV) = -7919.2095

Each line ends with the Mulliken charge.
Element x y z (Å)
C 1.151 -0.329 -0.727  0.59
C 0.541 -0.630 0.596  -1.01
C -1.137 0.072 0.622  -0.59
C 2.118 0.845 -0.780  -1.53
C -1.869 -0.696 1.718  -1.37
C -0.160 -0.085 -1.555  -0.23
N -0.430 1.069 -2.079  -0.67
H 1.629 -1.223 -1.138  0.36
H -0.787 1.746 -1.403  0.29
H 0.375 -1.694 0.766  0.40
H 1.038 -0.165 1.447  0.42
H -0.572 -1.032 -1.927  0.37
H -0.885 1.076 0.968  0.31
H -1.919 0.300 -0.110  0.55
H 3.043 0.593 -0.253  0.42
H 1.689 1.740 -0.325  0.29
H 2.381 1.079 -1.814  0.38
H -1.302 -0.722 2.651  0.31
H -2.830 -0.223 1.942  0.39
H -2.074 -1.723 1.399  0.34

Atomic forces in eV per Å
-0.9 0.2 -0.9
-3.5 0.7 0.1
1.7 -0.4 2.7
0.0 -0.2 0.0
-0.1 0.2 0.2
3.3 1.6 -2.1
-2.5 -2.1 1.2
0.0 0.1 -0.1
1.5 0.8 -0.5
0.1 0.1 0.1
-0.2 0.0 0.0
-0.2 0.0 -0.2
-0.1 0.1 0.2
1.0 -0.9 -1.0
-0.1 0.0 0.1
0.0 0.0 0.0
-0.1 0.0 0.1
0.0 -0.1 -0.1
0.0 -0.1 0.0
0.0 0.1 0.1